60
Properties=species:S:1:pos:R:3:lowdin_charge:R:1 method="wB97M-V/def2-TZVPD" smiles="CCCc1cc(C(=O)N2CCC[C@](Cc3cccc(Cl)c3)(C(=O)OCC)C2)n(C)n1" de_lowest_kcal_mol=11.5 homo_lumo_gap_ev=9.73 homo_ev=-9.1
C 6.97844 -1.87189 0.18692 -0.1092
C 6.06539 -2.18310 1.36532 -0.2593
C 4.66737 -2.60970 0.90312 -0.1587
C 3.97133 -1.51355 0.17354 -0.3099
C 3.50497 -0.29447 0.68736 0.0335
C 2.95620 0.36989 -0.39970 -0.1413
C 2.42086 1.73929 -0.53301 -0.3954
O 2.77802 2.47381 -1.44294 0.0657
N 1.56801 2.15960 0.43673 -0.0304
C 1.04302 3.50852 0.36920 -0.1301
C -0.38380 3.49951 -0.17600 -0.1416
C -1.26571 2.56114 0.64770 -0.1199
C -0.65046 1.16320 0.76505 -0.3031
C -0.62696 0.39390 -0.57861 -0.0581
C -2.00806 0.10200 -1.09081 -0.2010
C -2.67995 1.00046 -1.91128 -0.0375
C -3.96817 0.73462 -2.34143 -0.0665
C -4.60767 -0.43300 -1.96522 -0.1077
C -3.93030 -1.33586 -1.16214 -0.6634
Cl -4.70676 -2.81121 -0.69692 0.6848
C -2.64158 -1.07995 -0.72721 -0.0640
C -1.39949 0.28401 1.76552 -0.4658
O -0.98392 -0.78222 2.14107 0.1305
O -2.53292 0.83660 2.18349 0.0085
C -3.31295 0.10879 3.13828 -0.1936
C -4.25538 -0.87404 2.46229 -0.0622
C 0.79909 1.29593 1.29164 -0.0794
N 3.13413 -0.44605 -1.46774 -0.1394
C 2.71558 -0.22306 -2.82163 -0.0035
N 3.72223 -1.58194 -1.12612 0.1428
H 7.96429 -1.57145 0.53491 0.0673
H 7.08709 -2.74669 -0.45001 0.0740
H 6.56261 -1.06566 -0.41257 0.0675
H 6.50038 -2.98738 1.96286 0.1026
H 5.97978 -1.30070 2.00341 0.1017
H 4.74657 -3.46862 0.23571 0.1133
H 4.07203 -2.89642 1.77401 0.1135
H 3.58342 0.05973 1.69535 0.1182
H 1.70089 4.08942 -0.27905 0.1232
H 1.06040 3.93305 1.37839 0.1317
H -0.35876 3.18601 -1.22028 0.1069
H -0.79257 4.51006 -0.14191 0.1181
H -2.26192 2.49306 0.20937 0.1152
H -1.37723 2.97345 1.65308 0.1290
H -0.07011 0.97807 -1.31212 0.1207
H -0.09822 -0.54704 -0.41030 0.1364
H -2.19113 1.90987 -2.22711 0.1118
H -4.48018 1.44149 -2.97670 0.1070
H -5.61192 -0.64672 -2.29474 0.1035
H -2.12734 -1.80005 -0.10926 0.1181
H -2.63548 -0.41887 3.81729 0.1238
H -3.86928 0.87382 3.68413 0.1250
H -3.68950 -1.66410 1.97746 0.0569
H -4.91006 -1.31840 3.20639 0.0813
H -4.85899 -0.36424 1.71520 0.0799
H 1.25041 0.30689 1.35226 0.1157
H 0.77659 1.73139 2.29730 0.1496
H 1.66796 -0.50683 -2.95656 0.0886
H 2.84308 0.82960 -3.07025 0.0826
H 3.33414 -0.84008 -3.46992 0.0919

60
Properties=species:S:1:pos:R:3:lowdin_charge:R:1 method="wB97M-V/def2-TZVPD" smiles="CCCc1cc(C(=O)N2CCC[C@](Cc3cccc(Cl)c3)(C(=O)OCC)C2)n(C)n1" de_lowest_kcal_mol=15.6 homo_lumo_gap_ev=9.49 homo_ev=-8.9
C -1.84926 -3.64026 1.02812 -0.1154
C -0.92567 -4.85034 0.96600 -0.2512
C -0.08119 -4.87049 -0.31533 -0.1556
C 0.78072 -3.65917 -0.41455 -0.3088
C 0.53617 -2.49153 -1.14760 0.0267
C 1.60359 -1.65183 -0.85587 -0.1452
C 1.95032 -0.32424 -1.38534 -0.3963
O 3.09083 -0.02797 -1.71543 0.0642
N 0.91470 0.54058 -1.56287 -0.0130
C 1.24740 1.83050 -2.15873 -0.1282
C 0.07800 2.79449 -2.05061 -0.1413
C -0.32887 3.01248 -0.58869 -0.1011
C -0.22827 1.71157 0.22051 -0.2960
C -1.32100 1.60872 1.31337 -0.0610
C -2.70932 1.47353 0.75858 -0.2158
C -3.52267 2.58629 0.57736 -0.0474
C -4.79164 2.45406 0.03962 -0.0699
C -5.27571 1.21006 -0.32294 -0.1079
C -4.47295 0.09861 -0.12211 -0.6575
Cl -5.06218 -1.47113 -0.54560 0.6790
C -3.20409 0.22022 0.41619 -0.0642
C 1.10757 1.54561 0.96021 -0.4402
O 1.40675 0.51294 1.50768 0.1234
O 1.87142 2.62828 0.94922 0.0061
C 3.17119 2.53478 1.54457 -0.1882
C 4.23811 2.34595 0.47654 -0.0488
C -0.27601 0.51098 -0.74380 -0.0880
N 2.40364 -2.34193 -0.01136 -0.1301
C 3.59815 -1.87269 0.62778 -0.0014
N 1.90995 -3.53438 0.27255 0.1475
H -2.47047 -3.67829 1.92041 0.0721
H -1.26228 -2.72438 1.05775 0.0549
H -2.50042 -3.60773 0.15658 0.0646
H -0.25402 -4.83817 1.82597 0.1066
H -1.51965 -5.76580 1.01043 0.1027
H 0.55118 -5.75974 -0.30813 0.1115
H -0.73845 -4.91245 -1.18644 0.1140
H -0.28008 -2.29815 -1.81427 0.1188
H 1.51758 1.65885 -3.20569 0.1345
H 2.13003 2.24641 -1.65948 0.1178
H -0.76665 2.40253 -2.61982 0.1162
H 0.36219 3.74600 -2.50074 0.1189
H -1.35747 3.37273 -0.56406 0.1039
H 0.30662 3.77244 -0.13515 0.1215
H -1.09038 0.73956 1.93313 0.1320
H -1.25828 2.50301 1.93756 0.1375
H -3.17112 3.56345 0.87522 0.1136
H -5.41200 3.32703 -0.09594 0.1067
H -6.26236 1.09953 -0.74352 0.1033
H -2.60959 -0.66470 0.57851 0.1001
H 3.31568 3.47391 2.08452 0.1254
H 3.17279 1.69809 2.24991 0.1179
H 4.03536 1.45669 -0.11747 0.0564
H 4.26553 3.20749 -0.18658 0.0801
H 5.20892 2.23668 0.95112 0.0807
H -1.17422 0.55163 -1.36492 0.1403
H -0.28031 -0.41430 -0.16944 0.1144
H 3.34556 -1.11159 1.36939 0.0811
H 4.06740 -2.72190 1.11899 0.0909
H 4.26929 -1.44255 -0.11528 0.0870

62
Properties=species:S:1:pos:R:3:lowdin_charge:R:1 method="wB97M-V/def2-TZVPD" smiles="Cc1cc(C)n(CC(=O)N2CCC[C@@H](N3CCN(c4cccc(C(F)(F)F)c4)CC3)C2)n1" de_lowest_kcal_mol=0.0 homo_lumo_gap_ev=8.39 homo_ev=-7.7
C -6.80697 -1.92092 1.25956 -0.0407
C -5.50804 -2.11879 0.56344 -0.3575
C -5.28713 -2.58670 -0.74446 0.0123
C -3.91863 -2.58884 -0.90786 -0.2673
C -3.06985 -2.99935 -2.05361 -0.0055
N -3.40035 -2.13844 0.25949 -0.1272
C -2.01756 -1.95951 0.59200 -0.0265
C -1.29989 -0.88514 -0.23335 -0.4525
O -0.28440 -1.16868 -0.84920 0.0326
N -1.81535 0.35704 -0.23128 -0.0322
C -3.00942 0.77609 0.47705 -0.1461
C -2.95393 2.27664 0.77790 -0.1608
C -1.52828 2.67934 1.13643 -0.1316
C -0.61460 2.52391 -0.09115 -0.2831
N 0.77212 2.38855 0.31301 -0.1293
C 1.73317 2.75564 -0.71036 -0.1593
C 3.10885 2.88719 -0.04751 -0.1444
N 3.51720 1.65048 0.57862 -0.0962
C 4.24234 0.70080 -0.10621 -0.2057
C 4.58201 0.82902 -1.46139 -0.0176
C 5.37309 -0.10614 -2.09755 -0.0697
C 5.85861 -1.21216 -1.42285 -0.0309
C 5.53282 -1.34889 -0.08066 -0.1269
C 6.07303 -2.50273 0.71081 -0.5827
F 7.18439 -2.16880 1.40357 0.1335
F 5.20175 -2.96447 1.62639 0.1328
F 6.41517 -3.55542 -0.04663 0.1357
C 4.75224 -0.41396 0.57421 0.0498
C 2.52942 1.26099 1.56349 -0.1267
C 1.15522 1.11447 0.89850 -0.1473
C -1.16146 1.39265 -0.99998 -0.0770
N -4.35514 -1.85236 1.15233 0.1050
H -6.62810 -1.53684 2.25967 0.0729
H -7.34580 -2.86467 1.33041 0.0761
H -7.42970 -1.21613 0.70989 0.0752
H -6.02616 -2.88277 -1.46075 0.1043
H -2.34756 -2.22427 -2.30541 0.0765
H -2.51177 -3.90417 -1.80980 0.0913
H -3.69306 -3.19975 -2.92071 0.0838
H -1.96990 -1.70683 1.65467 0.1358
H -1.46513 -2.89097 0.42625 0.1373
H -3.90138 0.54966 -0.12089 0.1270
H -3.09122 0.22085 1.41324 0.1090
H -3.63105 2.49236 1.60440 0.1157
H -3.28930 2.85595 -0.08395 0.1125
H -1.49392 3.71083 1.48549 0.1159
H -1.17375 2.04703 1.95005 0.1077
H -0.66474 3.45196 -0.67261 0.1431
H 1.44389 3.71594 -1.14353 0.1241
H 1.78696 2.00557 -1.51830 0.1255
H 3.86148 3.22102 -0.76016 0.1152
H 3.03331 3.63796 0.74631 0.1272
H 4.21385 1.66061 -2.04027 0.0973
H 5.60669 0.02371 -3.14351 0.1063
H 6.46760 -1.94967 -1.91924 0.1143
H 4.55801 -0.55200 1.62566 0.1181
H 2.79870 0.32062 2.03769 0.1108
H 2.48203 2.04417 2.32661 0.1285
H 0.42470 0.82246 1.65327 0.1190
H 1.21633 0.31062 0.14708 0.1187
H -1.88073 1.80835 -1.71244 0.1329
H -0.35069 0.92686 -1.56190 0.1204

58
Properties=species:S:1:pos:R:3:lowdin_charge:R:1 method="wB97M-V/def2-TZVPD" de_lowest_kcal_mol=8.8 charge=+1 homo_lumo_gap_ev=7.16 homo_ev=-12.2
C -5.24662 -1.84771 -0.49025 -0.0797
C -3.96431 -2.26033 0.27887 -0.6254
C -4.29469 -2.28163 1.77098 -0.0975
C -3.57249 -3.65905 -0.20060 -0.0996
Si -2.55516 -0.96123 -0.07026 0.6039
C -2.28042 -1.07088 -1.89829 -0.1241
C -3.15677 0.63485 0.64462 -0.1340
O -1.00476 -1.01511 0.74268 -0.0258
C 0.20350 -1.43302 0.42137 -0.1706
C 0.50732 -2.82733 0.82318 0.0441
C 1.07459 -0.58368 -0.47552 -0.0775
H -5.10817 -1.84053 -1.58116 0.0802
H -6.04759 -2.57545 -0.27623 0.0986
H -5.62631 -0.85970 -0.19287 0.0816
H -3.43168 -2.58545 2.36947 0.0823
H -4.64605 -1.30934 2.13228 0.0764
H -5.09624 -3.00946 1.94896 0.0937
H -2.68955 -4.04034 0.32007 0.0716
H -4.40172 -4.34803 0.01026 0.0947
H -3.38815 -3.69646 -1.28022 0.0738
H -3.16029 -0.66911 -2.42120 0.0619
H -1.40635 -0.48820 -2.20977 0.0284
H -2.13638 -2.11126 -2.21505 0.0460
H -4.06997 0.97520 0.13776 0.0525
H -3.36771 0.53096 1.71745 0.0488
H -2.38947 1.41191 0.52891 0.0445
H 1.54732 -3.14262 0.66143 0.1070
H 0.24894 -2.98374 1.88582 0.1286
H -0.14612 -3.48943 0.21962 0.1219
H 1.45802 -1.33392 -1.19734 0.1632
H 0.34015 0.09229 -0.96691 0.1200
F 2.48964 6.01993 -3.07265 0.1207
C 3.01630 4.85873 -3.58179 -0.5139
F 2.49590 4.67505 -4.82876 0.1229
F 4.36565 5.06659 -3.72999 0.1255
C 2.73448 3.70335 -2.66609 -0.1209
C 2.16745 2.52960 -3.14931 0.0123
C 1.95895 1.46903 -2.26447 -0.0293
C 2.36157 1.52367 -0.91886 -0.1404
C 2.27417 0.20735 -0.07363 -0.1899
C 2.63997 0.35674 1.43375 -0.1945
C 3.49142 -0.58671 2.01939 -0.0439
C 3.92597 -0.43153 3.34023 -0.0659
C 3.52851 0.68979 4.07716 -0.0683
C 2.66534 1.62881 3.49961 -0.0564
C 2.20071 1.44302 2.18879 -0.0614
C 2.94568 2.72235 -0.47573 -0.0051
C 3.10396 3.81695 -1.32943 0.0170
H 1.87068 2.43381 -4.19102 0.1272
H 1.46786 0.57617 -2.65832 0.1096
H 3.11770 -0.39812 -0.45239 0.1486
H 3.83047 -1.44122 1.42577 0.1150
H 4.57715 -1.18592 3.79016 0.1125
H 3.91670 0.85920 5.08383 0.1126
H 2.34954 2.51550 4.05067 0.1126
H 1.51964 2.16000 1.72661 0.1202
H 3.27598 2.82092 0.55698 0.1087
H 3.51574 4.74476 -0.93862 0.1350

Let's list F_max in order: 0.014; 0.015; 0.017; 0.065 Eh/bohr.